Density functional theory data (the ωB97M-V functional and the def2-TZVPD basis) for a single C2H4OS2 molecule.

ORCA input file:
```
! RIJCOSX wB97M-V def2-TZVPD def2/J DEFGRID3
* xyz 0 1
C -1.33176 0.96770 0.04655
C 1.01038 -0.47872 -0.05535
O 2.23130 -0.97368 -0.03209
S -1.91068 -0.62286 -0.09481
S 0.71254 1.13370 -0.08207
H -1.60749 1.63438 -0.76221
H -1.46088 1.41615 1.02688
H 0.11629 -1.13493 -0.05003
H 2.24030 -1.94175 0.00312
*
```

Results
Energy above the lowest of the compared OMol25 structures with the same formula, charge and spin ... 42.56 kcal per mole
HOMO level ... -7.676 eV
E ... -25854.6498 eV
HOMO-LUMO gap ... 7.2 eV

Atom charges from the Mulliken analysis, given in e for atoms 1 to 4: C -0.544; C 0.324; O -0.390; S -0.433